Record 1
12
Properties=species:S:1:pos:R:3:forces:R:3:lowdin_charge:R:1 method="wB97M-V/def2-TZVPD" total_charge=0 largest_force_ha_per_bohr=0.1080 orbital_gap_ev="7.143 / 7.144" e_lumo_ev="-0.5 / -0.5" energy_ev=-16554.5107
C -0.0692 1.9788 -0.4593 -3.700 -3.853 -1.516 -0.24
C 0.6430 -1.3858 1.4986 4.165 -3.413 1.339 -0.38
N -1.0179 -0.2367 -1.4129 -2.715 -0.171 0.339 -0.21
O -0.0078 -0.3947 0.9649 -2.997 4.068 -0.515 -0.49
S -1.2450 0.8599 -0.1372 2.097 -0.269 -0.075 1.06
H 0.3517 1.8431 -1.4085 1.055 -0.029 -0.925 0.00
H 0.2830 2.6324 0.2045 0.929 2.556 2.594 -0.02
H 1.2908 -1.6647 0.6573 0.474 -1.396 0.089 0.04
H 1.4915 -0.9666 2.2079 -1.688 -0.862 -0.278 0.09
H 0.2540 -2.4417 1.9534 -0.041 2.543 -0.764 0.10
H -1.7136 -0.2993 -2.1641 -0.652 0.213 0.925 0.07
H -0.2605 0.0753 -1.9045 3.074 0.613 -1.213 -0.01

=====

Record 2
11
Properties=species:S:1:pos:R:3:forces:R:3:lowdin_charge:R:1 method="wB97M-V/def2-TZVPD" total_charge=0 largest_force_ha_per_bohr=0.0573 smiles=CSCN orbital_gap_ev=9.467 e_lumo_ev=1.0 energy_ev=-14511.6224
C 0.3557 -1.3413 1.0269 1.642 1.678 0.482 -0.45
S -0.7587 -0.6335 -0.1500 -0.678 -2.206 -1.834 0.77
C -0.2613 1.0745 -0.2804 2.280 -0.600 1.590 -0.56
N 1.1500 1.5223 -0.5204 -1.130 -0.153 -0.076 -0.02
H 0.3371 -0.6395 1.8673 -0.079 -0.429 0.481 0.03
H 0.1490 -2.3606 1.3619 -0.049 0.290 -0.433 0.04
H 1.3835 -1.1754 0.6263 -0.551 -0.939 0.318 0.03
H -0.9364 1.2909 -1.0585 -1.030 1.526 -0.376 0.04
H -0.4383 1.2397 0.7748 -0.723 1.854 -0.154 0.04
H 1.6935 0.7072 -0.6230 1.030 -1.149 0.088 0.02
H 1.3335 2.0182 -1.3849 -0.713 0.128 -0.084 0.06

=====

Record 3
11
Properties=species:S:1:pos:R:3:forces:R:3:lowdin_charge:R:1 method="wB97M-V/def2-TZVPD" total_charge=0 largest_force_ha_per_bohr=0.0269 smiles=CSCN orbital_gap_ev=9.669 e_lumo_ev=1.1 energy_ev=-14512.3178
C 0.4870 -0.1899 -1.5780 0.498 -1.001 -0.006 -0.43
S 1.4283 -0.0455 -0.0593 0.182 -0.208 0.631 0.77
C 0.1413 0.5844 1.0733 -0.086 -0.696 -1.190 -0.57
N -1.0683 -0.2171 1.0742 -0.285 0.446 0.267 -0.07
H 0.8942 -1.0683 -2.0928 -0.147 0.158 0.043 0.03
H 0.6616 0.6541 -2.2101 -0.360 0.629 -0.346 0.02
H -0.5538 -0.4001 -1.3591 -0.125 0.286 -0.257 0.02
H -0.1343 1.5540 0.6676 0.348 0.475 0.629 0.06
H 0.6343 0.5608 2.0471 -0.159 0.545 -0.092 0.07
H -1.1233 -0.9892 0.4350 0.252 -0.223 0.190 0.04
H -1.3671 -0.4434 2.0020 -0.117 -0.411 0.130 0.05

=====

Record 4
11
Properties=species:S:1:pos:R:3:forces:R:3:lowdin_charge:R:1 method="wB97M-V/def2-TZVPD" total_charge=0 largest_force_ha_per_bohr=0.0490 smiles=NCCS orbital_gap_ev=10.065 e_lumo_ev=1.0 energy_ev=-14512.2041
N -1.0655 0.5739 1.0106 0.038 -0.106 0.809 -0.01
C -0.5553 -0.5049 0.1779 -1.443 1.067 -1.767 -0.36
C 0.9390 -0.4583 -0.0259 1.042 -0.039 -0.069 -0.52
S 1.5782 0.3400 -1.6084 -0.693 -0.145 0.715 0.65
H -0.3337 1.1367 1.3853 0.322 0.404 0.251 0.05
H -1.8006 1.1665 0.6579 0.134 -0.256 -0.347 0.06
H -1.0058 -1.4518 0.4927 0.702 -0.121 0.127 0.10
H -0.9614 -0.3029 -0.8282 -0.163 -0.600 0.137 0.08
H 1.3948 -1.4430 -0.0810 -0.167 -0.147 0.174 0.05
H 1.4049 0.0680 0.8117 0.055 -0.065 -0.099 0.06
H 0.4054 0.8759 -1.9925 0.174 0.008 0.069 -0.16